No. 1
ORCA calculation (the ωB97M-V functional and the def2-TZVPD basis) on C24H32As2F6LiN3O2 as an isolated structure at a distorted geometry.

XYZ file:
```
70
Properties=species:S:1:pos:R:3
H -8.392 -0.249 -7.549
C -9.498 0.756 -13.653
H -17.454 -3.866 -12.399
As -12.092 -4.630 -10.136
H -11.710 -4.170 -7.655
H -7.379 -2.647 -6.906
C -6.174 -6.239 -14.115
As -12.507 -2.655 -12.825
H -5.895 -3.233 -11.794
F -9.711 -2.307 -15.783
H -7.979 -5.190 -8.342
H -14.141 -0.712 -12.467
C -15.020 -5.018 -10.384
C -12.838 -3.396 -14.635
N -8.165 -2.484 -10.013
H -13.187 -4.432 -14.601
N -7.737 -2.326 -7.826
H -10.549 0.875 -13.450
C -16.462 -3.966 -11.993
C -7.307 -5.588 -13.581
H -15.404 -2.743 -13.439
H -8.772 -7.104 -13.225
H -9.200 1.519 -14.411
C -7.683 -0.880 -14.026
H -6.239 -4.643 -8.496
O -9.729 -5.259 -13.520
H -14.925 -5.667 -9.518
C -12.143 -6.613 -10.151
F -6.980 0.014 -14.754
C -14.080 -3.535 -12.018
H -11.953 -6.955 -9.132
H -8.887 0.972 -12.755
F -7.199 -0.825 -12.752
C -4.921 -5.674 -13.881
H -12.530 -0.138 -12.743
F -11.290 -0.815 -15.363
C -9.237 -0.728 -14.021
H -8.907 -0.554 -10.262
C -8.673 -6.190 -13.827
H -17.141 -5.306 -10.469
O -9.672 -1.671 -13.099
C -8.482 -1.258 -9.560
C -4.819 -4.566 -13.070
C -13.267 -0.867 -13.098
C -5.958 -4.050 -12.502
H -13.540 -2.803 -15.167
C -15.333 -3.367 -12.568
F -9.488 -0.213 -16.366
H -11.868 -3.361 -15.151
H -6.288 -7.096 -14.747
C -13.910 -4.369 -10.918
C -8.207 -1.088 -8.225
C -9.935 -1.030 -15.406
Li -8.754 -3.196 -12.908
H -3.864 -4.110 -12.779
H -13.232 -5.049 -7.845
C -7.707 -3.130 -8.928
H -11.333 -7.042 -10.762
C -16.289 -4.805 -10.905
C -12.636 -4.244 -8.250
H -8.662 -6.497 -14.900
H -13.108 -6.987 -10.473
N -7.190 -4.475 -12.820
F -7.350 -2.102 -14.542
H -13.158 -3.287 -8.206
C -7.241 -4.567 -8.929
H -13.451 -0.612 -14.156
H -4.048 -6.113 -14.378
H -7.203 -4.834 -9.992
H -10.533 -5.545 -13.932
```

## Properties
LUMO level, eV: 0.26
2S+1: 1
Energy above the lowest of the compared OMol25 structures with the same formula, charge and spin, kcal per mole: 9.1
HOMO-LUMO gap, Eh: 0.27123

No. 2
ORCA calculation (the ωB97M-V functional and the def2-TZVPD basis) on C24H32BrF6N4O4PSiW as an isolated structure at a distorted geometry.

XYZ file:
```
74
Properties=species:S:1:pos:R:3
C 2.577 2.357 -3.289
C 0.257 3.422 -1.995
W -0.418 0.792 0.067
C -3.014 -2.276 2.373
C -3.380 0.122 1.129
H 2.293 4.573 -0.208
H 6.176 0.499 -0.793
H 4.154 1.676 -1.301
H 0.739 -5.939 -0.220
O -1.832 1.945 -0.262
F -1.347 3.473 3.780
H -3.501 1.072 0.647
C -1.989 -1.631 1.724
H -0.001 3.295 -3.048
C 1.302 -4.499 2.795
H -1.007 -2.087 1.721
H 1.832 -2.441 3.114
H -0.622 3.270 -1.418
N -0.480 -1.344 -0.800
H 3.206 3.228 0.466
O 1.589 -1.561 0.568
C 0.988 -5.481 1.866
C -1.264 -0.457 -3.768
H 0.486 4.488 -1.864
C 2.776 0.226 -0.422
O 0.488 -0.567 2.782
P -0.513 3.215 2.536
C 2.879 3.690 -0.468
C 0.483 -0.075 1.819
H 3.924 -2.679 1.045
H -0.622 -2.467 -3.360
C 2.792 -1.061 0.256
H 1.360 -4.743 3.848
H -1.174 -0.604 -4.844
C 1.468 -2.904 1.041
H 3.772 4.038 -0.998
F 0.427 4.428 2.474
C 1.555 -3.194 2.387
F 0.427 2.475 0.811
H 2.536 3.352 -3.746
C -4.281 -1.711 2.377
F -1.472 3.813 1.467
F 0.603 2.312 3.178
H 0.792 -6.493 2.195
H -5.112 -2.213 2.855
H -2.532 -1.189 -1.336
H -0.352 -1.997 -0.033
F -1.289 1.686 2.172
H -1.902 -2.834 -1.272
H -2.138 0.172 -3.602
Br -2.654 -3.898 3.233
C 3.963 -1.725 0.536
Si 1.883 2.574 -1.568
C -4.447 -0.486 1.751
H 0.320 -1.492 -1.400
H 1.189 -3.620 -0.966
C 5.180 -1.177 0.167
C 5.223 0.072 -0.506
C 1.182 -3.869 0.092
O -1.843 0.817 -1.113
C 4.076 0.731 -0.790
N -2.167 -0.457 1.097
H -5.410 0.008 1.741
C -1.466 -1.813 -3.103
H -0.032 1.161 -3.702
H 3.621 2.033 -3.313
H 6.097 -1.709 0.388
C 0.945 -5.169 0.513
C -1.684 -1.815 -1.586
H -2.357 -2.268 -3.538
N -0.064 0.250 -3.260
H 2.013 1.677 -3.926
N 1.645 0.893 -0.731
H 0.766 -0.242 -3.578
```

## Properties
LUMO level (alpha / beta), eV: -12.11 / -12.20
2S+1: 2
Energy above the lowest of the compared OMol25 structures with the same formula, charge and spin, kcal per mole: 96.1
Net charge: +3
HOMO-LUMO gap (alpha / beta), Eh: 0.20057 / 0.20708

No. 3
ORCA calculation (the ωB97M-V functional and the def2-TZVPD basis) on a 10-piece molecular cluster, C24H32Cl4F6N2O22 overall at a distorted geometry.

XYZ file:
```
90
Properties=species:S:1:pos:R:3
H 0.627 0.997 -1.096
H -1.010 4.772 0.831
C -6.550 1.148 0.064
C 0.140 -0.060 0.731
O -5.593 2.766 -1.195
O -1.676 -3.819 -3.183
H 0.068 -0.688 -1.282
C -0.199 3.450 -5.504
O 2.621 -0.304 4.956
O -1.973 -3.789 -5.381
H -0.215 -2.699 -5.353
C 3.199 2.464 0.635
H 5.000 1.893 -0.429
O -7.170 2.392 0.297
C -5.186 1.598 -0.486
C 0.301 3.516 -4.067
O -1.063 -1.104 3.775
H 3.305 -4.151 -0.382
H 2.703 1.632 1.129
C 2.463 -4.814 -0.161
O 3.680 2.904 -1.594
H -0.911 4.238 -5.733
H -0.680 4.113 -0.763
N -2.486 5.249 -0.544
O -0.672 0.265 -4.418
O 0.396 2.148 -3.670
H 2.804 -5.750 -0.598
Cl -1.767 0.720 -1.024
O -1.395 -3.125 4.791
C -6.604 3.319 -0.510
C -1.264 -2.607 -5.073
C 3.924 1.931 -0.605
H -1.301 -5.225 4.679
H 5.394 -2.530 -0.622
O 2.068 4.473 -1.852
H -4.488 1.888 0.305
H -7.095 0.536 -0.660
O -2.042 6.272 -1.011
O -3.646 4.930 -0.525
C 2.019 -0.485 6.142
F -2.688 -4.840 2.068
N 4.833 -1.730 1.180
C 2.589 3.630 -1.205
H 1.628 0.938 3.723
H -0.457 -0.843 1.192
O 1.535 0.677 6.622
F -2.533 -1.758 -3.241
F -6.417 0.457 1.231
H -0.550 -1.992 -3.098
O -2.805 -5.486 -4.181
H 2.392 2.462 6.223
C -1.335 -2.257 3.759
C -2.248 -4.442 -4.231
O 2.269 3.356 0.065
C 2.289 -4.719 1.358
C 2.380 1.029 4.506
H -2.940 -4.484 4.556
Cl 1.529 -3.150 1.806
F 0.831 3.375 -6.385
O -6.993 4.434 -0.623
O -0.862 2.210 -5.483
H -1.892 3.347 0.293
C -1.700 -4.269 2.797
Cl 0.011 1.438 1.694
H -1.703 -1.700 -5.480
C -1.881 -4.381 4.320
O 4.114 -0.777 1.463
H 3.272 1.567 4.187
C 5.604 -1.597 -0.103
H -4.661 0.835 -1.058
C -0.078 0.250 -0.747
H 3.308 -4.730 1.736
H 1.301 3.946 -4.093
C -0.463 1.436 -4.469
H 3.960 2.864 1.308
H 6.668 -1.579 0.118
F 3.375 0.751 -1.021
C 1.749 1.737 5.721
O -1.648 -2.897 2.594
H 1.623 -5.468 1.769
F 0.541 2.276 5.382
O 1.867 -1.551 6.653
H -0.768 -4.698 2.422
H 5.268 -0.696 -0.585
O 4.949 -2.716 1.866
H 1.179 -0.369 0.867
Cl 1.033 -4.272 -1.109
C -1.411 -2.481 -3.543
C -1.464 4.289 -0.032
H -0.326 4.112 -3.406
```

## Properties
LUMO level, eV: -0.68
2S+1: 1
Energy above the lowest of the compared OMol25 structures with the same formula, charge and spin, kcal per mole: 0.0
HOMO-LUMO gap, Eh: 0.37619

No. 4
ORCA calculation (the ωB97M-V functional and the def2-TZVPD basis) on C24H32Cl4N2O5P2Ru as an isolated structure at a distorted geometry.

XYZ file:
```
70
Properties=species:S:1:pos:R:3
H 0.601 3.654 4.208
N 1.792 2.127 -3.728
H -4.159 -1.931 -1.516
H 0.533 2.760 -5.289
Cl -2.054 5.121 1.671
H 2.121 -4.458 -1.775
C 2.866 1.226 -4.090
C 2.599 -2.701 0.536
Cl -1.516 3.205 5.753
C 0.384 3.335 3.188
H 2.957 0.468 -3.315
C -1.496 2.100 4.448
H -3.680 -0.915 -0.115
Cl -2.560 0.301 6.130
H -3.513 -3.443 -0.086
H 2.635 0.747 -5.041
H -0.874 -2.361 -3.600
H 2.911 -3.742 0.580
H 2.228 3.265 -5.396
H -2.462 -1.598 -3.770
H 3.058 3.248 3.769
O -0.061 1.821 1.042
H 2.785 -3.003 -2.556
H 3.808 1.766 -4.174
O -1.058 -0.665 1.413
C -0.284 2.946 0.143
O 1.598 1.168 -1.704
H 3.455 -2.078 0.275
C 1.892 -3.453 -2.128
H 3.326 1.629 3.088
C 0.083 -4.587 0.606
O 1.909 0.705 1.298
C -2.277 -4.878 0.874
H 1.146 4.057 -4.248
H 0.664 3.492 0.053
C 1.254 1.617 1.726
C -1.861 -2.264 -3.151
H -1.695 3.481 2.822
C -1.012 2.636 3.146
C -0.984 -5.308 1.114
C 1.193 1.974 -2.550
H -0.806 -6.195 1.703
C -2.499 -3.754 0.096
H -0.779 2.719 -3.043
C -0.039 2.832 -2.245
O -0.681 2.374 -1.067
H 1.088 -4.927 0.811
N 1.436 2.439 2.742
C -1.954 0.815 4.600
C -3.511 -1.124 -1.170
C -1.292 0.219 2.299
Cl -2.431 -1.724 3.781
C 2.606 2.274 3.586
C -1.440 -3.025 -0.431
Ru 0.159 -0.311 -0.519
H -2.335 -3.246 -3.108
H 0.233 3.889 -2.148
C -0.127 -3.435 -0.145
H 2.220 -2.372 1.503
P -1.748 -1.533 -1.459
H 1.117 -3.508 -2.890
C -0.975 1.571 2.125
H -3.734 -0.224 -1.745
H 2.322 1.821 4.537
C 1.395 3.105 -4.714
P 1.298 -2.433 -0.720
H -3.115 -5.419 1.288
H -1.085 3.602 0.568
C -1.902 -0.122 3.554
H 0.331 4.228 2.556
```

## Properties
LUMO level (alpha / beta), eV: -3.54 / -3.56
2S+1: 2
Energy above the lowest of the compared OMol25 structures with the same formula, charge and spin, kcal per mole: 153.7
Net charge: +1
HOMO-LUMO gap (alpha / beta), Eh: 0.20377 / 0.23303

No. 5
ORCA calculation (the ωB97M-V functional and the def2-TZVPD basis) on C24H32ClN3O4Yb as an isolated structure at a distorted geometry.

XYZ file:
```
65
Properties=species:S:1:pos:R:3
C 0.710 4.532 0.020
H 2.585 1.689 0.591
H 1.093 1.159 5.787
H -1.274 3.224 -3.756
Yb -1.139 0.034 0.982
O -0.426 -4.343 -0.681
C -0.391 2.577 -3.784
O -1.164 0.269 4.477
H 0.301 3.701 2.688
H 0.419 3.106 -3.260
C 0.092 0.173 4.172
N -0.296 -2.429 0.497
H -1.721 0.264 3.613
C -0.226 0.065 -3.799
H 1.731 2.629 2.719
C 1.086 3.241 0.740
C 0.576 -3.399 2.597
H 3.165 3.345 0.234
H 0.585 -2.398 3.037
C -1.248 -1.265 -2.058
H -2.374 3.055 -1.861
C 0.750 -3.322 1.091
H -2.659 1.980 -0.447
H 0.297 -3.182 -3.318
O -0.424 4.171 -0.816
C 1.165 0.228 5.204
C -1.918 2.308 -1.201
N 0.506 0.032 2.909
C 1.902 0.060 2.936
H 1.078 -0.626 5.894
H -1.037 -2.930 -4.454
H 1.357 -5.149 -0.020
C -0.533 -1.196 -3.284
C -0.825 -3.082 -0.501
C -1.335 1.129 -1.929
H 3.028 -0.720 4.599
H -2.730 -2.325 -0.923
C -0.160 -2.451 -3.998
N -0.091 2.357 0.472
H 0.323 0.134 -4.741
H -2.011 -3.300 -2.245
C 2.331 2.642 0.111
O 2.611 0.020 1.923
H 2.880 -3.518 1.153
H 0.366 5.317 0.706
H 3.041 1.054 4.467
C -0.653 1.240 -3.177
C -0.790 2.943 -0.458
H -0.045 -5.370 1.076
H 1.926 4.360 2.360
Cl -3.193 0.345 2.290
C -1.373 -0.106 -1.361
C 2.137 -2.846 0.705
H -0.381 -3.882 2.824
H 1.486 4.934 -0.642
H 2.164 2.473 -0.962
H 0.555 -2.231 -4.797
C 1.271 3.489 2.227
C 0.476 -4.663 0.417
H 2.247 -2.870 -0.387
C -1.806 -2.537 -1.488
C 2.413 0.158 4.359
H 2.324 -1.823 1.056
H -0.080 2.458 -4.827
H 1.388 -3.994 3.031
```

## Properties
LUMO level (alpha / beta), eV: 2.77 / 2.77
2S+1: 2
Energy above the lowest of the compared OMol25 structures with the same formula, charge and spin, kcal per mole: 41.5
Net charge: -1
HOMO-LUMO gap (alpha / beta), Eh: 0.12626 / 0.20952

No. 6
ORCA calculation (the ωB97M-V functional and the def2-TZVPD basis) on C24H32MoN3PS3Sb as an isolated structure at a distorted geometry.

XYZ file:
```
65
Properties=species:S:1:pos:R:3
H 6.215 0.489 -1.946
H 6.259 1.058 -4.356
H -2.130 0.374 1.100
S -0.605 -1.275 3.038
H -1.014 -2.080 -0.910
P 1.704 -1.345 -2.063
C -1.919 1.411 0.836
C 2.518 2.623 -1.032
C 1.201 -3.860 -1.106
C -2.774 1.166 -1.427
C 0.415 -1.723 -3.256
H 4.354 -2.560 -1.363
H 4.196 -0.494 -0.950
H 0.618 3.106 -3.157
C 4.247 0.403 -4.714
H -2.505 0.934 -2.455
C -0.403 -2.517 -5.373
C 2.870 -5.477 -0.505
N -1.559 1.507 -0.619
S -0.039 -2.122 1.270
Sb 1.769 -1.377 2.815
H 3.203 1.859 -1.368
H 2.664 2.823 0.024
H 4.266 0.658 -5.766
H -1.868 3.604 -0.397
C 1.531 -5.136 -0.691
H 1.749 1.748 -3.250
C -1.708 -2.239 -4.977
H 0.425 3.233 0.424
H 4.912 -4.818 -0.629
H -3.332 0.349 -0.969
C 0.859 2.120 -2.760
H -1.119 1.799 1.460
H -0.213 -2.934 -6.354
C -1.214 2.932 -0.954
C -1.968 -1.760 -3.698
C 3.872 -4.542 -0.743
H 3.132 -6.479 -0.193
H -2.993 -1.619 -3.368
C 5.367 0.627 -3.919
N 1.102 2.198 -1.284
C 5.345 0.305 -2.563
H 0.157 -3.640 -1.308
H -1.422 3.085 -2.008
H -3.443 2.026 -1.433
H -2.533 -2.435 -5.651
C 2.211 -2.910 -1.346
H 2.241 -0.315 -4.804
C 4.208 -0.253 -2.008
H 0.024 1.447 -2.999
H -2.115 -0.988 -1.299
H 0.754 -5.876 -0.542
C 3.090 -0.514 -2.815
H 0.477 4.215 -1.030
C 0.218 3.228 -0.644
N -1.134 -1.215 -1.425
H -2.820 1.997 1.033
C 3.102 -0.157 -4.169
C -0.902 -1.526 -2.853
H 1.670 -2.501 -4.831
C 3.553 -3.255 -1.155
H 2.705 3.542 -1.590
Mo 0.345 0.233 -0.617
S 1.732 0.525 1.133
C 0.659 -2.266 -4.518
```

## Properties
LUMO level (alpha / beta), eV: -14.99 / -14.04
2S+1: 2
Net charge: +4
HOMO-LUMO gap (alpha / beta), Eh: 0.19149 / 0.22456

No. 7
ORCA calculation (the ωB97M-V functional and the def2-TZVPD basis) on the molecule C24H32N2O2.

XYZ file:
```
60
Properties=species:S:1:pos:R:3
H -3.359 1.681 4.044
H 1.997 -0.825 -0.854
C -0.412 2.881 1.897
C 0.518 -3.252 3.610
C 3.183 1.233 -4.935
H 1.060 -2.215 -2.570
H 0.392 3.259 1.290
H -1.819 -2.227 -2.375
H -1.119 -2.081 -0.766
H 2.894 -0.469 -2.890
C -1.596 -0.187 3.721
C -3.134 -1.359 -0.903
H 2.967 2.110 -5.540
C 1.697 1.134 1.239
N 0.633 0.687 2.114
C -1.502 1.164 3.168
C 1.583 -2.821 2.827
H 2.584 -1.484 -4.295
H -1.417 4.747 1.785
H 1.990 2.153 1.500
N 0.366 -0.274 -2.041
H 1.313 0.271 -5.385
H -3.704 -0.682 -1.542
H 0.118 -1.346 -3.794
C -0.467 -1.057 3.389
H -1.329 0.525 -1.193
H -3.659 -2.317 -0.884
H -4.088 -0.692 0.918
C -0.404 1.563 2.384
H 3.794 0.553 -5.525
C -3.083 -0.805 0.517
C -2.546 2.052 3.438
H 2.479 -1.277 1.723
H 0.442 -0.876 -0.006
O 2.311 1.726 -0.976
C 0.607 -0.609 2.595
C -0.494 -2.365 3.880
C 1.032 -0.324 -0.749
H 0.492 -4.260 3.992
H 2.392 -3.499 2.597
C 1.628 -1.538 2.330
C 1.282 1.104 -0.242
H -1.487 0.072 -2.888
O -2.543 -0.562 4.399
C -2.533 3.336 2.951
H 2.135 1.550 -1.909
H 0.349 1.677 -0.361
C -1.451 3.741 2.178
H 2.587 0.523 1.369
C -1.082 -0.248 -1.923
C -1.744 -1.572 -1.504
H -2.601 0.170 0.550
C 2.159 -0.701 -3.664
C 0.875 -1.225 -3.016
H -2.534 -1.479 1.172
H 1.283 1.243 -3.918
C 1.893 0.549 -4.501
H -1.348 -2.642 4.481
H -3.342 4.018 3.161
H 3.762 1.548 -4.070
```

## Properties
LUMO level, eV: 0.04
2S+1: 1
Energy above the lowest of the compared OMol25 structures with the same formula, charge and spin, kcal per mole: 31.9
HOMO-LUMO gap, Eh: 0.29528

Q: Which formula does entry 3 have?
A: C24H32Cl4F6N2O22

What did the seventh record say?
ORCA calculation (the ωB97M-V functional and the def2-TZVPD basis) on the molecule C24H32N2O2.

XYZ file:
```
60
Properties=species:S:1:pos:R:3
H -3.359 1.681 4.044
H 1.997 -0.825 -0.854
C -0.412 2.881 1.897
C 0.518 -3.252 3.610
C 3.183 1.233 -4.935
H 1.060 -2.215 -2.570
H 0.392 3.259 1.290
H -1.819 -2.227 -2.375
H -1.119 -2.081 -0.766
H 2.894 -0.469 -2.890
C -1.596 -0.187 3.721
C -3.134 -1.359 -0.903
H 2.967 2.110 -5.540
C 1.697 1.134 1.239
N 0.633 0.687 2.114
C -1.502 1.164 3.168
C 1.583 -2.821 2.827
H 2.584 -1.484 -4.295
H -1.417 4.747 1.785
H 1.990 2.153 1.500
N 0.366 -0.274 -2.041
H 1.313 0.271 -5.385
H -3.704 -0.682 -1.542
H 0.118 -1.346 -3.794
C -0.467 -1.057 3.389
H -1.329 0.525 -1.193
H -3.659 -2.317 -0.884
H -4.088 -0.692 0.918
C -0.404 1.563 2.384
H 3.794 0.553 -5.525
C -3.083 -0.805 0.517
C -2.546 2.052 3.438
H 2.479 -1.277 1.723
H 0.442 -0.876 -0.006
O 2.311 1.726 -0.976
C 0.607 -0.609 2.595
C -0.494 -2.365 3.880
C 1.032 -0.324 -0.749
H 0.492 -4.260 3.992
H 2.392 -3.499 2.597
C 1.628 -1.538 2.330
C 1.282 1.104 -0.242
H -1.487 0.072 -2.888
O -2.543 -0.562 4.399
C -2.533 3.336 2.951
H 2.135 1.550 -1.909
H 0.349 1.677 -0.361
C -1.451 3.741 2.178
H 2.587 0.523 1.369
C -1.082 -0.248 -1.923
C -1.744 -1.572 -1.504
H -2.601 0.170 0.550
C 2.159 -0.701 -3.664
C 0.875 -1.225 -3.016
H -2.534 -1.479 1.172
H 1.283 1.243 -3.918
C 1.893 0.549 -4.501
H -1.348 -2.642 4.481
H -3.342 4.018 3.161
H 3.762 1.548 -4.070
```

## Properties
LUMO level, eV: 0.04
2S+1: 1
Energy above the lowest of the compared OMol25 structures with the same formula, charge and spin, kcal per mole: 31.9
HOMO-LUMO gap, Eh: 0.29528

Q: 2S+1 of number 4 (C24H32Cl4N2O5P2Ru)?
A: 2